The following is a DFT calculation (ωB97M-V/def2-TZVPD) of the molecule C5H8N2 at a distorted geometry.

- E_LUMO: 0.855 eV
- SMILES string: C[C@H]1C=CC=NN1
- HOMO-LUMO gap: 0.332 Eh
- Highest occupied orbital energy: -8.17 eV
- M: 96.13 g mol⁻¹

Geometry as XYZ:
```
15
Properties=species:S:1:pos:R:3:forces:R:3
C -1.64553 -0.18072 0.64116 -0.7 -0.1 0.0
C -0.73938 -0.10603 -0.57648 -0.7 -1.8 -1.0
C 0.09117 1.07140 -0.49087 -0.1 3.3 -0.7
C 1.33565 1.03320 -0.06126 1.5 0.6 0.4
C 1.92649 -0.22306 0.32299 0.9 -1.9 0.5
N 1.33034 -1.35554 0.06926 0.9 1.8 -0.2
N 0.21641 -1.22222 -0.72280 -0.1 0.0 0.3
H -1.06409 -0.34679 1.51841 0.7 -0.3 0.7
H -2.04166 0.81742 0.80840 -0.6 0.0 -0.1
H -2.43969 -0.95370 0.63921 0.3 0.5 -0.3
H -1.33756 -0.14004 -1.54014 0.5 0.2 1.1
H -0.32262 2.08140 -0.72949 0.1 -1.0 0.1
H 1.96220 1.93516 0.02861 -0.5 -0.4 -0.1
H 2.96122 -0.31424 0.76904 -1.5 0.3 -0.3
H -0.23295 -2.09624 -0.67604 -0.8 -1.1 -0.3
```
Positions in Å, forces in eV/Å.

The following is a DFT calculation (ωB97M-V/def2-TZVPD) of a structure of composition C5H8N2 at a distorted geometry.

- E_LUMO: 0.467 eV
- HOMO-LUMO gap: 0.265 Eh
- Highest occupied orbital energy: -6.74 eV
- M: 96.13 g mol⁻¹

Geometry as XYZ:
```
15
Properties=species:S:1:pos:R:3:forces:R:3
C 0.51033 -0.48776 -1.41263 0.0 -0.1 0.0
C 0.76735 0.52783 1.15687 -0.1 0.2 0.4
C 0.15628 1.46414 0.13898 0.1 0.2 -0.3
N -0.44370 0.20704 -0.50610 -0.1 0.0 -0.2
C -0.46289 -0.31806 0.93259 -0.1 -0.2 -0.1
C -0.48200 -1.78599 1.03106 0.0 -1.0 0.0
N -0.54527 -2.94145 1.05547 0.1 1.1 0.0
H 0.36047 -0.12164 -2.42957 0.0 0.0 0.1
H 1.51016 -0.26869 -1.03772 -0.2 -0.1 -0.1
H 0.34016 -1.56490 -1.35913 -0.1 0.1 -0.1
H 1.01358 0.86952 2.15784 -0.1 0.0 0.0
H 0.76600 2.05096 -0.56089 0.0 -0.1 0.2
H -0.74389 2.06699 0.41294 0.2 -0.1 0.0
H -1.37065 0.31429 -0.93008 0.2 0.0 0.1
H -1.45319 0.04167 1.31534 0.2 0.0 0.0
```
Positions in Å, forces in eV/Å.

The following is a DFT calculation (ωB97M-V/def2-TZVPD) of the molecule C5H8N2.

- E_LUMO: 0.979 eV
- SMILES string: C/N=C/C(C)=C=N
- HOMO-LUMO gap: 0.344 Eh
- Highest occupied orbital energy: -8.37 eV
- M: 96.13 g mol⁻¹

Geometry as XYZ:
```
15
Properties=species:S:1:pos:R:3:forces:R:3
C -2.63547 -0.65687 -0.27737 -0.2 -0.1 0.0
N -1.43478 0.10249 -0.04049 0.3 -0.3 0.0
C -0.31744 -0.49139 -0.13500 -0.2 0.2 0.0
C 0.95228 0.22690 0.04353 0.0 0.3 0.0
C 2.27794 -0.49527 0.03460 0.1 0.0 0.0
C 0.87381 1.53504 0.21596 0.1 0.4 0.0
N 0.80255 2.75376 0.26175 0.2 -0.6 0.0
H -3.15738 -0.24035 -1.14693 0.0 -0.1 0.1
H -3.30268 -0.54427 0.58387 0.0 -0.1 -0.1
H -2.45225 -1.72935 -0.45316 0.0 0.1 0.0
H -0.23373 -1.56559 -0.37728 -0.1 0.2 0.1
H 3.11118 0.21272 0.03991 -0.1 -0.1 0.0
H 2.37965 -1.12248 -0.85854 0.0 0.1 0.1
H 2.38373 -1.14281 0.91294 0.0 0.1 -0.1
H 0.75257 3.15748 1.19623 -0.1 0.0 0.0
```
Positions in Å, forces in eV/Å.

The following is a DFT calculation (ωB97M-V/def2-TZVPD) of a cluster of 2 separate species, C5H8N2 in total.

- E_LUMO: -0.580 eV
- HOMO-LUMO gap: 0.252 Eh
- Highest occupied orbital energy: -7.45 eV
- M: 96.13 g mol⁻¹

Geometry as XYZ:
```
15
Properties=species:S:1:pos:R:3:forces:R:3
C 2.09868 0.08531 0.90423 -0.2 0.0 0.0
N 0.87726 -0.13637 0.59837 0.4 0.2 0.1
C 0.38799 -1.45373 0.23077 -0.2 0.0 -0.1
C -0.90921 -1.27862 -0.02223 0.2 0.0 0.0
C -1.21666 0.16063 0.17638 0.0 0.1 0.1
N -2.53593 0.61997 0.06429 0.1 0.1 -0.1
C -0.13917 0.90872 0.55674 -0.2 -0.5 0.0
H 1.40208 1.51957 -2.21569 0.0 0.0 0.0
H 2.36684 1.10289 1.16458 0.0 -0.1 0.0
H 2.82407 -0.72271 0.89853 -0.1 0.1 0.0
H 1.04751 -2.31057 0.21024 -0.1 0.1 0.0
H -1.61340 -2.05033 -0.31492 0.1 0.1 0.0
H -2.98394 0.35960 -0.80731 0.0 0.0 0.1
H -2.55872 1.62753 0.17457 0.0 -0.1 0.0
H 0.95260 1.56812 -1.61855 0.0 0.0 -0.1
```
Positions in Å, forces in eV/Å.

The following is a DFT calculation (ωB97M-V/def2-TZVPD) of the molecule C5H8N2.

- E_LUMO: 0.886 eV
- SMILES string: Cc1cn(C)cn1
- HOMO-LUMO gap: 0.344 Eh
- Highest occupied orbital energy: -8.47 eV
- M: 96.13 g mol⁻¹

Geometry as XYZ:
```
15
Properties=species:S:1:pos:R:3:forces:R:3
C -1.69025 0.96691 -1.73360 -0.1 0.0 0.0
C -0.95207 0.36945 -0.58000 0.0 0.1 -0.2
C 0.33662 -0.08436 -0.59599 0.0 0.0 -0.1
N 0.63188 -0.44607 0.69671 -0.2 0.0 0.0
C 1.93362 -0.84138 1.18310 0.1 -0.1 0.1
C -0.49249 -0.20538 1.42132 0.1 0.0 0.1
N -1.46953 0.27773 0.69252 0.2 0.0 -0.1
H -1.82391 2.04511 -1.58822 0.0 -0.2 0.0
H -1.11339 0.81886 -2.65260 -0.2 0.0 0.1
H -2.68256 0.52658 -1.86299 0.1 0.0 0.0
H 1.04852 -0.18949 -1.40367 -0.1 0.1 0.2
H 2.64914 -0.02022 1.06888 -0.1 -0.1 0.0
H 1.85963 -1.09904 2.24120 0.0 0.0 -0.1
H 2.30038 -1.71028 0.62933 -0.1 0.1 0.1
H -0.53558 -0.40842 2.48401 0.0 0.0 -0.1
```
Positions in Å, forces in eV/Å.

The following is a DFT calculation (ωB97M-V/def2-TZVPD) of the molecule C5H8N2 at a distorted geometry.

- E_LUMO: 0.908 eV
- SMILES string: C[C@H]1CN1CC#N
- HOMO-LUMO gap: 0.396 Eh
- Highest occupied orbital energy: -9.87 eV
- M: 96.13 g mol⁻¹

Geometry as XYZ:
```
15
Properties=species:S:1:pos:R:3:forces:R:3
C -1.72733 -0.98353 0.12298 -0.1 0.0 0.0
C -0.79150 0.10232 -0.33729 -0.1 -0.2 -0.1
C -0.56199 1.42263 0.31485 0.0 0.2 0.1
N 0.37483 0.33211 0.48805 0.1 -0.1 -0.1
C 1.66696 0.33091 -0.16059 0.1 0.0 0.0
C 2.24924 -1.00409 0.06402 0.6 -1.0 0.1
N 2.67989 -2.05919 0.26104 -0.4 1.1 -0.3
H -1.86234 -0.92212 1.20604 -0.1 0.0 -0.1
H -1.28840 -1.96178 -0.11496 -0.1 0.2 0.1
H -2.69885 -0.91920 -0.37642 0.1 0.0 0.1
H -0.63037 0.12818 -1.41929 0.1 0.0 0.2
H -0.29787 2.26127 -0.33465 0.0 -0.2 0.1
H -1.07360 1.68907 1.23687 0.0 0.0 -0.2
H 1.62802 0.51361 -1.24928 0.0 0.1 0.2
H 2.33330 1.06980 0.29861 -0.1 -0.1 -0.1
```
Positions in Å, forces in eV/Å.

The following is a DFT calculation (ωB97M-V/def2-TZVPD) of a structure of composition C5H8N2 at a distorted geometry.

- E_LUMO: -0.012 eV
- HOMO-LUMO gap: 0.284 Eh
- Highest occupied orbital energy: -7.74 eV
- M: 96.13 g mol⁻¹

Geometry as XYZ:
```
15
Properties=species:S:1:pos:R:3:forces:R:3
C 1.91378 -0.47718 0.55701 0.0 -0.2 -0.3
C 0.70832 0.23092 1.16453 -0.5 0.5 0.4
C -0.34593 0.29347 0.10914 1.7 -1.5 -0.5
C -1.18306 -0.73719 -0.24698 -0.6 0.6 0.3
N -1.85098 -0.28476 -1.51443 -0.3 -0.6 -0.1
C -1.47011 1.00952 -1.18523 -0.7 1.1 1.0
N -0.24341 1.33533 -0.82262 -0.3 0.2 -0.4
H 2.23542 0.03594 -0.35243 0.1 0.0 0.2
H 1.65272 -1.49765 0.26959 0.0 0.0 0.1
H 2.73420 -0.52105 1.26866 0.1 0.1 0.0
H 0.33675 -0.30366 2.04214 0.1 0.0 0.0
H 0.97159 1.25745 1.44061 0.0 -0.2 0.1
H -1.77817 -1.31704 0.43700 0.2 -0.5 -0.1
H -1.36191 -0.64539 -2.33381 0.2 -0.1 0.1
H -2.31922 1.62129 -0.83316 0.0 0.5 -0.9
```
Positions in Å, forces in eV/Å.

The following is a DFT calculation (ωB97M-V/def2-TZVPD) of a structure of composition C5H8N2.

- E_LUMO: 0.776 eV
- HOMO-LUMO gap: 0.366 Eh
- Highest occupied orbital energy: -9.18 eV
- M: 96.13 g mol⁻¹

Geometry as XYZ:
```
15
Properties=species:S:1:pos:R:3:forces:R:3
C 2.09111 -0.13000 0.34814 0.3 -0.2 0.3
N 1.02413 -0.25578 -1.16630 0.0 0.2 0.0
C 0.85238 1.00258 -0.56318 -0.2 0.2 -0.2
C -0.40818 1.04970 0.03497 0.1 -0.1 0.0
C -0.92963 -0.21742 -0.21265 0.0 0.0 0.0
C -2.26727 -0.76215 0.17493 0.0 0.0 0.0
N -0.05622 -0.98836 -0.89522 -0.1 0.1 0.1
H 2.88662 -0.69492 -0.13062 -0.1 0.1 0.1
H 1.48865 -0.73105 1.02435 0.1 0.1 -0.1
H 2.51219 0.73939 0.85800 -0.1 -0.1 -0.1
H 1.50378 1.81926 -0.85108 -0.1 -0.1 0.1
H -0.86990 1.87719 0.55546 0.1 -0.1 -0.1
H -3.07140 -0.10155 -0.16446 0.1 -0.1 0.0
H -2.35382 -0.85869 1.26285 0.0 0.0 -0.2
H -2.40247 -1.74821 -0.27519 0.0 0.1 0.1
```
Positions in Å, forces in eV/Å.